120
Properties=species:S:1:pos:R:3 method="wB97M-V/def2-TZVPD" gap_ev=10.1 homo_energy_ev=-9.7984 lumo_energy_ev=0.31 e_tot_ha=-23464.3636 smiles="C[C@H]1COC(=O)O1.C[C@H]1COC(=O)O1.C[C@H]1COC(=O)O1.C[C@H]1COC(=O)O1.COC(=O)OC.COC(=O)OC.COC(=O)OC.BrCCBr.BrCCBr.BrCCBr.BrCCBr" total_charge=0
C -2.81761 4.49046 4.26597
C -2.11004 4.08413 2.97422
C -0.58567 4.22011 3.06237
O -0.12375 2.97905 2.50407
C -1.14227 2.08501 2.49364
O -1.04409 0.91277 2.32133
O -2.31444 2.70365 2.75433
H -2.76329 5.58468 4.29972
H -2.22764 4.14475 5.11320
H -3.86693 4.21416 4.25282
H -2.52289 4.66477 2.14479
H -0.22228 4.38924 4.07913
H -0.15524 5.03009 2.47517
C 2.45172 -0.24339 3.52104
C 2.35621 -1.74708 3.43572
C 1.95211 -2.34981 2.06114
O 2.99945 -3.26769 1.79628
C 3.88557 -3.32562 2.78419
O 4.86576 -3.99191 2.80376
O 3.67929 -2.28624 3.66337
H 3.00016 0.08301 4.39980
H 1.45535 0.20481 3.51364
H 2.95262 0.10056 2.61331
H 1.69659 -2.18147 4.19348
H 2.14043 -1.47260 1.43914
H 0.94968 -2.75026 2.03550
C 6.70765 4.16206 -3.13622
C 5.42335 3.78018 -3.87512
C 5.41677 2.35186 -4.41237
O 4.19113 1.80527 -3.95950
C 3.65302 2.59095 -3.03417
O 2.64896 2.34944 -2.44291
O 4.32644 3.76869 -2.96020
H 6.39694 5.10253 -2.67681
H 7.46605 4.42437 -3.87482
H 7.04280 3.34557 -2.50597
H 5.23359 4.45460 -4.71143
H 6.35838 1.82173 -4.25268
H 5.36973 2.36402 -5.50533
C 1.14111 -4.18939 0.55470
C -0.06227 -4.39471 -0.36846
C 0.25739 -4.63446 -1.81840
O 0.23951 -6.08924 -1.88091
C -0.46703 -6.55464 -0.82927
O -0.78115 -7.70748 -0.77205
O -0.74299 -5.59191 0.03460
H 1.89055 -4.95445 0.33661
H 0.84211 -4.36961 1.58694
H 1.54268 -3.18236 0.46562
H -0.74969 -3.57313 -0.15644
H 1.22759 -4.34730 -2.21687
H -0.51614 -4.25342 -2.48397
C -1.68793 7.45347 -0.56829
O -1.12607 6.29842 -0.03314
C -1.22721 5.16897 -0.70928
O -1.91456 4.99096 -1.67916
O -0.45963 4.24392 -0.10558
C -0.19430 3.05334 -0.86619
H -1.17675 8.35580 -0.23303
H -2.75681 7.64749 -0.45645
H -1.59488 7.58534 -1.65366
H -0.17717 3.32714 -1.92108
H -0.95554 2.29426 -0.69785
H 0.81565 2.75548 -0.60769
C 2.89319 3.09587 1.42570
O 4.21971 3.51738 1.18496
C 5.25461 2.85310 1.64245
O 5.24292 1.90677 2.37383
O 6.33837 3.46678 1.11819
C 7.60814 2.87540 1.33309
H 2.22637 3.59462 0.72536
H 2.60806 3.35256 2.44342
H 2.74085 2.04184 1.18722
H 7.69378 1.85242 0.96392
H 7.85279 2.90260 2.39507
H 8.31348 3.48242 0.76973
C 1.03460 -0.53687 -1.21055
O -0.38199 -0.65743 -1.33512
C -1.08370 -1.15197 -0.35385
O -0.68220 -1.48388 0.73335
O -2.35726 -1.26527 -0.70944
C -3.30854 -1.48183 0.32149
H 1.43779 -0.81067 -2.18143
H 1.37713 -1.25775 -0.46799
H 1.34057 0.45742 -0.89576
H -3.86682 -0.56759 0.53354
H -2.89941 -1.79294 1.27984
H -4.04141 -2.19647 -0.04171
Br -6.91743 -3.10682 2.69636
C -5.91439 -3.64952 4.33549
C -5.42372 -2.38262 4.99262
Br -4.07804 -1.51157 3.90652
H -5.07822 -4.22931 3.95804
H -6.61082 -4.20638 4.95215
H -4.85351 -2.55094 5.90271
H -6.27955 -1.73730 5.17182
Br -0.26127 1.11820 -4.22923
C -1.05547 -0.33738 -5.26400
C -0.28159 -1.63624 -5.33924
Br 1.44509 -1.24622 -6.15677
H -1.25305 0.16203 -6.21474
H -2.10564 -0.39449 -4.96455
H -0.87072 -2.36085 -5.89402
H -0.03242 -2.00422 -4.34885
Br -4.82348 -4.32974 -0.11141
C -4.76949 -6.23915 0.33386
C -5.87421 -7.03270 -0.31743
Br -5.32656 -8.87976 -0.17450
H -4.73346 -6.28680 1.41718
H -3.80005 -6.55404 -0.04180
H -6.02802 -6.78980 -1.36358
H -6.82403 -6.98775 0.20702
Br -2.64964 -2.59315 -3.65031
C -3.36717 -0.78181 -3.33312
C -4.64974 -0.89308 -2.53452
Br -5.12919 0.88633 -1.95037
H -3.52318 -0.40209 -4.33446
H -2.59606 -0.35538 -2.70168
H -4.49184 -1.52686 -1.66656
H -5.49417 -1.28603 -3.09229